The following is a quantum chemistry calculation of a cluster of 4 separate species, C21H50F2N2O11S in total at a distorted geometry, from OMol25.

Values from the calculation:
E_tot = -64353.6192 eV
Lowest unoccupied orbital energy = 0.7 eV
SMILES = CC[C@@H](F)N(N)S(=O)(=O)F.COCCOCCOC.COCCOCCOC.COCCOCCOC
Highest occupied orbital energy = -8.90 eV
Orbital gap = 9.56 eV

```
87
Properties=species:S:1:pos:R:3:mulliken_charge:R:1
C -1.560 -6.705 -4.792 -1.136
C -2.152 -7.733 -5.776 -0.610
C -3.666 -7.708 -5.991 0.097
F -4.222 -8.812 -5.390 -0.361
N -4.362 -6.539 -5.399 0.061
N -5.760 -6.707 -5.456 -0.593
S -3.999 -5.076 -6.295 1.116
O -3.324 -4.185 -5.415 -0.514
O -5.155 -4.645 -6.992 -0.570
F -2.953 -5.569 -7.341 -0.229
H -0.646 -7.120 -4.378 0.446
H -1.252 -5.811 -5.330 0.216
H -2.250 -6.409 -4.012 0.362
H -1.929 -8.725 -5.389 0.458
H -1.624 -7.662 -6.721 0.340
H -3.895 -7.778 -7.058 0.391
H -6.090 -6.998 -4.551 0.250
H -6.049 -7.338 -6.190 0.231
C 1.129 -3.101 -1.063 -0.595
O 1.624 -2.488 -2.232 -0.244
C 2.241 -3.384 -3.138 -0.600
C 1.978 -2.993 -4.576 -0.354
O 0.655 -3.221 -5.027 -0.418
C -0.393 -2.384 -4.554 0.101
C -0.377 -0.976 -5.100 -0.702
O 0.666 -0.198 -4.530 -0.205
C 1.268 0.697 -5.436 -0.830
H 1.946 -3.361 -0.380 0.336
H 0.472 -2.384 -0.573 0.058
H 0.547 -3.999 -1.297 0.329
H 1.887 -4.408 -2.975 0.325
H 3.326 -3.361 -2.967 0.389
H 2.601 -3.640 -5.199 0.407
H 2.294 -1.964 -4.763 0.147
H -0.443 -2.383 -3.464 0.112
H -1.309 -2.855 -4.914 0.149
H -1.334 -0.500 -4.852 0.362
H -0.280 -1.013 -6.191 0.368
H 1.541 0.195 -6.371 0.358
H 2.177 1.075 -4.970 0.224
H 0.607 1.543 -5.661 0.326
C -2.570 3.218 3.813 -0.919
O -1.508 2.292 3.892 -0.100
C -1.878 1.043 4.450 -0.589
C -1.124 -0.080 3.775 -0.341
O -1.517 -0.352 2.439 -0.484
C -1.197 0.605 1.437 -0.405
C 0.272 0.712 1.097 -0.460
O 0.994 1.351 2.141 -0.094
C 2.277 0.804 2.354 -0.958
H -2.810 3.635 4.798 0.292
H -2.252 4.028 3.157 0.231
H -3.468 2.759 3.385 0.444
H -2.956 0.874 4.349 0.381
H -1.625 1.040 5.519 0.374
H -1.340 -0.998 4.328 0.417
H -0.048 0.090 3.842 0.043
H -1.606 1.586 1.680 0.072
H -1.712 0.256 0.539 0.485
H 0.380 1.313 0.186 0.377
H 0.675 -0.287 0.902 0.250
H 2.237 -0.289 2.425 0.450
H 2.649 1.196 3.300 0.259
H 2.970 1.089 1.555 0.307
C 4.810 7.931 5.883 -0.780
O 4.108 6.727 5.676 -0.277
C 3.871 5.989 6.861 -0.586
C 2.531 5.287 6.830 -0.171
O 1.405 6.136 6.967 -0.459
C 1.040 6.975 5.882 -0.438
C 0.433 6.253 4.700 -0.327
O 1.404 5.526 3.974 -0.390
C 0.927 4.287 3.479 -0.564
H 5.871 7.745 6.086 0.322
H 4.726 8.521 4.972 0.233
H 4.379 8.507 6.710 0.349
H 3.912 6.643 7.741 0.354
H 4.657 5.227 6.959 0.374
H 2.497 4.636 7.708 0.408
H 2.446 4.647 5.950 0.003
H 1.870 7.610 5.568 0.153
H 0.266 7.631 6.288 0.425
H -0.013 7.003 4.030 0.393
H -0.364 5.590 5.056 0.168
H 0.420 3.712 4.255 0.242
H 1.786 3.715 3.135 0.179
H 0.246 4.440 2.635 0.356
```